Entry 1:
Here is a gas-phase ion, C6H7N4 (charge +1) from the Open Molecules 2025 dataset. Energies are from the ωB97M-V functional and the def2-TZVPD basis.

Values from the calculation:
frontier orbital gap (spin up / spin down) = 0.2466 / 0.2014 Ha
<S²> = 2.029
HOMO energy (spin up / spin down) = -9.69 / -13.09 eV

Structure (ORCA input):
```
! wB97M-V def2-TZVPD RIJCOSX def2/J DEFGRID3
* xyz 1 3
C 1.35 0.89 0.09
C -2.87 -0.62 -0.02
C 0.05 1.37 0.04
C -2.28 0.61 -0.04
C 1.59 -0.50 -0.04
C -0.67 -0.91 0.09
N 0.76 -1.52 -0.02
N -1.86 -1.54 0.04
N -0.91 0.41 0.05
N 2.91 -0.78 -0.05
H 2.25 1.44 0.16
H -4.02 -0.85 0.03
H -0.31 2.39 0.10
H -2.64 1.66 0.02
H -1.95 -2.49 0.21
H 3.50 -0.10 0.39
H 2.97 -1.77 -0.09
*
```

---

Entry 2:
Here is a gas-phase ion, C6H7N4O2 (charge +1) from the Open Molecules 2025 dataset. Energies are from the ωB97M-V functional and the def2-TZVPD basis.

Values from the calculation:
frontier orbital gap (spin up / spin down) = 0.3103 / 0.3248 Ha
HOMO energy (spin up / spin down) = -14.07 / -14.17 eV

Structure (ORCA input):
```
! wB97M-V def2-TZVPD RIJCOSX def2/J DEFGRID3
* xyz 1 1
C -0.79 -0.72 -2.04
C 1.41 -0.53 0.61
C 0.32 -0.66 1.57
C 1.34 0.03 -0.64
C -0.81 0.05 1.38
C 0.10 0.38 -1.46
N -1.81 -1.17 -2.28
N -0.69 1.26 -0.68
N 2.53 0.00 -1.44
N -2.05 0.16 2.02
O 3.50 -0.51 -1.01
O 2.42 0.69 -2.50
H 2.45 -0.65 0.83
H 0.29 -1.30 2.47
H 0.54 0.85 -2.41
H -1.64 1.38 -0.93
H -2.00 1.00 2.65
H -2.35 -0.64 2.61
H -2.76 0.38 1.26
*
```

---

Energy above the lowest of the compared OMol25 structures with the same formula, charge and spin list, top to bottom, in eV: 0.026; 4.016